A cluster of 11 separate species, C13H47N14O13 in total. Source: the Open Molecules 2025 dataset; level of theory: wB97M-V/def2-TZVPD.

Computed properties:
frontier orbital gap: 8.0 eV
molecular weight: 607.6 g/mol
net charge: -1
E: -61730.7603 eV
HOMO: -6.2 eV

Last column: Mulliken charge in e.
Atoms and positions in Å:
1 H -7.20017 -0.11253 -2.11520  0.211
2 H -1.98919 0.07911 3.99985  0.218
3 N -2.82531 2.62140 0.18310  -0.270
4 N -1.33128 3.95541 -0.90325  -0.206
5 H -5.07431 -2.12097 2.65179  0.255
6 C -4.14214 -3.72549 -0.80881  0.605
7 H -1.55587 -1.08138 -2.50038  0.275
8 H 3.24384 4.37371 0.55363  0.385
9 H 0.74149 0.46434 -4.39252  0.222
10 H 4.12529 -2.55044 -1.47456  0.170
11 O -1.30755 -1.92534 -2.10987  -0.639
12 O 0.12564 3.46369 1.55989  -0.528
13 H 1.85980 4.16784 2.55303  0.477
14 H -4.72528 -4.25191 -2.70003  0.191
15 H -1.23952 4.58311 -1.68653  0.180
16 N -4.60254 0.22188 -0.25441  -0.127
17 H -4.29273 0.03898 0.70513  0.107
18 N 3.93178 -1.94415 4.12399  -0.441
19 H -5.66649 0.53641 -2.48435  0.160
20 C 1.86391 1.81535 -3.44929  0.345
21 C 1.56368 3.67268 1.62478  -0.227
22 C 0.57338 -0.18669 0.27230  0.620
23 H 1.53747 -2.74565 -0.59597  0.311
24 H -0.48706 -1.73226 -1.58841  0.186
25 C 3.55430 -1.23940 3.02907  0.598
26 O 2.08013 -3.55830 -0.46932  -0.632
27 C 5.02898 1.29515 0.20523  0.452
28 O -3.87309 0.01047 2.35436  -0.787
29 H -2.03962 2.49324 0.79203  0.077
30 O 5.46944 1.60282 -0.90723  -0.717
31 H -3.12671 -3.54109 -2.56910  0.160
32 H 1.91831 2.63944 1.70797  0.038
33 H 3.03310 -4.85696 -1.70862  0.364
34 O -5.16136 -4.09781 -0.20519  -0.734
35 H 2.22661 -1.37036 -1.89462  0.229
36 H 0.99361 0.80815 0.00614  -0.880
37 C -0.92826 0.10057 0.36211  -0.373
38 N -4.00976 -3.80636 -2.16380  -0.342
39 H -0.74907 3.93992 -0.07895  0.244
40 O 0.94267 -1.07803 -0.71891  0.500
41 H 2.74513 -1.49597 1.24085  -0.102
42 H 2.03643 3.57860 -0.40445  0.041
43 H -3.68083 2.09056 0.22223  0.375
44 H 3.12996 0.94664 -0.45791  -0.145
45 C 2.16448 4.32857 0.38549  -0.014
46 O -3.14484 3.07516 -2.01500  -0.744
47 N 3.25872 -2.00168 1.95428  -0.081
48 H -1.36000 0.69365 -0.44700  0.149
49 H -4.00349 -2.90495 3.64057  0.152
50 H 4.17454 -2.91379 4.12135  0.159
51 O 3.42334 -0.00627 3.07080  -0.719
52 N -6.29965 0.17769 -1.79154  -0.405
53 C 2.47708 -3.92575 -1.80887  -0.402
54 N -3.02988 -3.37287 -0.13710  -0.278
55 H 5.41345 0.80070 2.16286  0.160
56 H -2.14924 -1.67688 4.31739  0.163
57 H 6.71641 1.54474 1.30579  0.222
58 H 0.87358 5.62944 -0.29228  0.378
59 H 3.32834 0.73372 1.24120  0.012
60 H -1.13555 0.66923 1.27079  0.488
61 H -1.53813 -0.80365 0.27694  -0.161
62 N -4.14928 -2.10063 3.05650  -0.364
63 O 2.86326 -1.56899 -2.61518  -0.674
64 C 3.44104 -2.81321 -2.29162  -0.435
65 H 3.04082 2.75140 -2.06650  0.133
66 H -3.04732 -3.21781 0.84983  0.169
67 O -6.74061 -0.41889 0.32899  -0.715
68 H 4.04578 -3.17170 -3.12944  0.378
69 H 1.60779 -4.04363 -2.45743  0.188
70 H 3.34860 -2.98492 1.78656  0.228
71 N 2.32677 2.05818 -2.20253  -0.004
72 O 2.23394 2.46591 -4.43467  -0.754
73 H 4.11673 -1.37868 4.93613  0.246
74 H 1.94279 1.51774 -1.45465  -0.501
75 N 3.74619 0.83797 0.32128  0.419
76 H 0.74892 0.27519 -2.71227  0.106
77 H 1.04740 -0.36182 1.25195  -0.154
78 H -2.31405 -2.98241 -0.74191  0.235
79 N 0.84199 0.91428 -3.49565  -0.258
80 N -2.43412 -0.80977 3.89868  -0.392
81 O 1.74343 5.62494 0.11895  -0.574
82 N 5.75691 1.25745 1.33410  -0.307
83 H -4.03246 0.38109 -1.06287  0.140
84 C -2.47243 3.23348 -0.98582  0.480
85 C -3.45795 -0.94089 3.03259  0.623
86 H -0.16519 3.33912 2.46624  0.243
87 C -5.92489 0.01114 -0.49271  0.617

Cartesian forces, eV/Å:
H -0.1 -0.1 0.4
H 0.3 -0.1 -0.1
N 0.5 0.9 -0.1
N -0.1 0.5 -1.0
H 0.2 0.4 -0.5
C -1.7 -1.7 1.5
H 0.0 0.0 0.1
H 0.0 0.0 0.1
H 0.0 0.1 0.0
H 0.2 -0.8 0.2
O -0.1 -0.3 -0.1
O 0.3 0.9 -0.1
H -0.3 0.4 -0.1
H -0.1 0.0 0.0
H 0.6 -0.1 0.2
N -0.9 0.2 0.1
H 0.3 0.0 -0.5
N 0.4 0.6 1.0
H 0.0 0.1 0.1
C 0.0 1.4 -1.3
C -0.1 -1.1 0.4
C 0.3 1.1 -1.3
H -0.1 0.2 0.6
H 0.3 0.3 0.0
C -0.5 -0.7 -0.2
O -0.4 -0.4 -0.7
C -0.6 -0.6 -2.4
O 0.8 -0.5 0.6
H -0.5 -0.3 0.6
O 0.2 0.4 1.0
H -0.1 -0.1 -0.3
H 0.8 0.2 -0.2
H -0.1 -0.1 -0.2
O 0.4 0.4 -0.8
H 0.0 0.4 0.0
H 0.1 0.2 0.3
C -0.2 -0.4 0.1
N 0.4 0.5 0.1
H -0.1 0.3 0.0
O -0.4 -0.5 -0.1
H 0.3 -0.3 -0.3
H -0.3 0.7 -0.4
H 0.3 -0.3 0.1
H 0.5 -0.2 -0.2
C 0.1 -1.5 0.7
O 0.5 0.8 0.6
N -0.6 1.5 -0.9
H 0.7 0.2 -0.3
H 0.6 0.3 0.3
H -0.1 -0.1 -0.1
O 0.1 -0.6 0.0
N 0.2 0.5 -1.0
C 0.9 1.4 1.1
N 1.0 0.4 -1.2
H -0.2 0.1 0.0
H 0.7 0.5 0.4
H 0.0 0.0 -0.2
H 0.0 -0.1 0.0
H 0.2 0.0 -0.2
H -0.2 -0.3 0.2
H 0.1 -0.2 0.7
N -0.7 -1.3 -0.3
O -0.8 -0.5 -0.5
C 0.3 0.0 0.2
H 0.1 -0.2 0.0
H -0.2 0.2 0.0
O 0.7 0.7 -0.1
H -0.1 0.2 -0.2
H 0.0 0.0 -0.1
H 0.1 -0.2 0.4
N 0.0 0.1 0.1
O -0.1 -0.8 0.8
H 0.2 -0.3 0.0
H -0.1 0.1 0.2
N -0.2 0.2 1.1
H 0.1 -0.1 0.0
H -0.5 -0.4 0.3
H 0.3 0.3 0.7
N -0.4 -0.8 -0.1
N -0.1 -1.1 -0.1
O -0.3 0.6 -0.2
N 0.6 0.2 1.1
H 0.5 0.0 0.3
C -1.5 -1.4 -0.4
C -1.6 1.8 -0.2
H -0.2 0.0 0.0
C -0.9 -1.5 0.3

A structure of composition C13H4Cl5MoNS2. Source: the Open Molecules 2025 dataset; level of theory: wB97M-V/def2-TZVPD.

Computed properties:
<S²>: 2.22
frontier orbital gap (spin up / spin down): 4.8 / 6.5 eV
molecular weight: 511.5 g/mol
net charge: +2
E: -101155.1167 eV
HOMO (spin up / spin down): -15.3 / -15.6 eV
2S+1: 3

Last column: Mulliken charge in e.
Atoms and positions in Å:
1 C -3.79109 -1.67611 0.92309  -0.380
2 C 3.41374 3.33382 1.26345  -0.510
3 C 3.95060 2.71344 0.14804  -0.577
4 S 1.62821 -1.36036 -2.78460  -0.339
5 H 3.97242 4.12213 1.74885  0.425
6 Cl -4.67911 -1.10269 2.24837  -0.091
7 C 1.42655 1.95261 1.17026  -0.193
8 H 0.46361 1.66491 1.56320  0.109
9 C 2.19243 -0.08829 -1.74796  0.568
10 C 2.16780 2.95700 1.76661  -0.768
11 Cl -4.14295 -4.46631 -2.01600  -0.103
12 H 4.91613 3.00350 -0.24412  0.418
13 Cl -1.23268 -3.01227 -2.53244  -0.147
14 C -4.28992 -2.72375 0.09497  1.141
15 N 1.38345 0.28973 -0.70642  -0.378
16 C 1.95974 1.32977 0.05478  0.108
17 H 1.77422 3.45964 2.63924  0.417
18 Mo -0.03429 -0.99233 -1.11349  0.537
19 C -2.56479 -1.13719 0.62078  1.634
20 Cl -5.77867 -3.39618 0.44112  -0.033
21 C -2.35509 -2.63528 -1.25663  0.709
22 C -1.83423 -1.61141 -0.47236  -0.702
23 S 3.62899 0.76056 -1.85236  -0.026
24 C -3.55797 -3.22218 -1.02700  -0.577
25 C 3.20221 1.70885 -0.44319  0.970
26 Cl -1.81928 0.12839 1.51383  -0.213

Cartesian forces, eV/Å:
C -0.1 0.0 0.1
C 0.0 0.0 0.0
C 0.1 0.1 0.0
S -0.2 -0.1 0.0
H 0.0 0.0 0.0
Cl -0.1 0.0 0.0
C -0.1 0.0 0.1
H 0.0 0.0 0.0
C -0.2 0.2 0.4
C 0.0 0.0 0.0
Cl 0.0 0.0 0.0
H 0.0 0.0 0.0
Cl -0.1 -0.2 -0.1
C -0.1 0.0 0.0
N 0.7 0.6 0.1
C -0.1 -0.2 -0.1
H 0.0 0.0 0.0
Mo -0.9 -0.6 0.0
C 0.2 0.2 0.0
Cl 0.0 0.0 0.0
C 0.3 0.1 -0.1
C 0.5 0.1 -0.2
S 0.2 0.1 0.0
C -0.2 -0.1 0.0
C 0.1 -0.1 -0.1
Cl -0.1 -0.1 -0.1